(1)
This record from the Open Molecules 2025 dataset describes a molecular structure, C54H42N2PS3Tc. The level of theory is ωB97M-V with the def2-TZVPD basis set.

Atoms and positions in Å:
Tc1 0.17 0.24 0.67
S1 -5.19 4.86 0.24
C1 -5.02 5.73 -1.23
C2 -3.91 5.40 -1.98
C3 -3.07 4.49 -1.30
C4 -3.67 4.05 -0.15
C5 -3.17 3.02 0.82
C6 -1.90 2.41 0.62
N1 -1.50 1.30 1.23
C7 -2.29 0.71 2.17
C8 -3.50 1.35 2.55
C9 -4.35 0.61 3.43
C10 -3.92 -0.58 3.97
C11 -2.66 -1.23 3.62
C12 -2.19 -2.46 4.14
C13 -0.85 -2.85 3.86
C14 -0.11 -2.00 2.97
N2 -0.61 -0.94 2.34
C15 -1.86 -0.53 2.68
C16 -0.18 -4.05 4.36
C17 0.99 -4.13 5.00
C18 1.30 -5.46 5.35
C19 0.44 -6.37 4.77
S2 -0.72 -5.61 3.83
C20 -3.88 2.49 1.86
H1 -5.73 6.53 -1.45
H2 -3.67 5.84 -2.91
H3 -2.23 4.16 -1.85
H4 -1.20 2.75 -0.11
H5 -5.32 1.01 3.76
H6 -4.59 -1.10 4.63
H7 -2.87 -3.10 4.72
H8 0.94 -2.30 2.76
H9 1.59 -3.33 5.51
H10 2.13 -5.76 5.98
H11 0.54 -7.48 4.82
H12 -4.87 2.92 2.10
C21 2.50 -3.49 -0.33
C22 3.23 -2.14 -0.21
C23 4.10 -1.95 0.85
C24 4.84 -0.72 0.98
C25 4.67 0.32 0.07
C26 3.81 0.14 -1.00
C27 3.06 -1.08 -1.14
P1 1.53 -0.83 -2.13
C28 1.38 -2.02 -3.41
C29 2.48 -2.87 -3.54
C30 2.45 -3.87 -4.50
C31 1.31 -4.10 -5.20
C32 0.21 -3.30 -4.98
C33 0.19 -2.18 -4.19
C34 -1.12 -1.38 -4.08
C35 1.26 0.83 -2.75
C36 1.19 0.92 -4.13
C37 0.71 2.12 -4.72
C38 0.33 3.12 -3.93
C39 0.51 3.06 -2.58
C40 0.96 1.91 -1.90
C41 1.00 1.95 -0.39
H13 1.42 -3.21 -0.38
H14 2.67 -3.98 0.64
H15 2.81 -4.14 -1.13
H16 4.20 -2.80 1.55
H17 5.41 -0.63 1.90
H18 5.12 1.29 0.26
H19 3.53 0.97 -1.60
H20 3.38 -2.69 -2.91
H21 3.35 -4.46 -4.71
H22 1.31 -4.90 -5.94
H23 -0.69 -3.52 -5.60
H24 -1.79 -1.92 -3.37
H25 -1.62 -1.46 -5.03
H26 -1.07 -0.30 -3.90
H27 1.39 0.06 -4.72
H28 0.60 2.18 -5.78
H29 -0.21 3.95 -4.32
H30 0.18 3.88 -2.01
H31 0.52 2.86 -0.09
H32 2.09 2.02 -0.08
S3 1.68 0.80 2.29
C42 2.31 2.43 2.30
C43 3.71 2.58 2.34
C44 4.17 3.89 2.40
C45 3.37 5.03 2.37
C46 2.03 4.81 2.22
C47 1.48 3.54 2.21
H33 4.43 1.78 2.33
H34 5.25 4.09 2.59
H35 3.75 6.07 2.59
H36 1.33 5.67 2.22
H37 0.41 3.42 2.17
C48 0.38 -0.78 -0.81
C49 -1.15 -0.91 -0.88
C50 -1.80 -2.05 -0.31
C51 -3.20 -2.10 -0.35
C52 -3.92 -1.09 -0.99
C53 -3.29 -0.06 -1.57
C54 -1.92 0.08 -1.55
H38 -1.29 -2.90 0.09
H39 -3.69 -2.92 0.09
H40 -4.97 -1.24 -0.98
H41 -3.90 0.63 -2.17
H42 -1.45 0.98 -1.94

Calculated values
Charge: +2
Kohn-Sham gap in eV: 6.4
Spin multiplicity: 1

(2)
This record from the Open Molecules 2025 dataset describes C5H8N2O3 in the gas phase. The level of theory is ωB97M-V with the def2-TZVPD basis set.

Atoms and positions in Å:
C1 -1.24 -1.23 2.34
C2 -0.80 -0.34 1.15
N1 -1.52 0.71 1.00
O1 -1.26 1.46 -0.12
C3 0.04 0.93 -0.64
C4 -0.14 0.89 -2.08
O2 1.13 1.68 -0.14
C5 0.24 -0.37 0.06
N2 1.35 -1.15 0.18
O3 2.10 -0.85 -1.07
H1 -1.74 -2.34 2.22
H2 -2.14 -0.54 2.81
H3 -0.54 -1.49 3.18
H4 -1.28 0.76 -2.55
H5 0.62 0.00 -2.35
H6 0.30 2.00 -2.39
H7 1.81 1.22 -0.68
H8 3.07 -1.33 -0.93

Calculated values
SMILES string: CC1=NO[C@@](C)(O)/C1=N\O
Kohn-Sham gap in eV: 9.3
Spin multiplicity: 1
Energy relative to the best compared isomer or geometry (same formula, charge and spin) in eV: 6.755

(3)
This record from the Open Molecules 2025 dataset describes a molecular structure, C14H20IN2Si. The level of theory is ωB97M-V with the def2-TZVPD basis set.

Atoms and positions in Å:
C1 -0.23 1.41 -2.21
Si1 0.00 -0.47 -1.96
C2 1.78 -1.00 -2.42
C3 -1.17 -1.50 -3.08
C4 -0.51 -0.89 -0.19
I1 1.14 -0.61 1.21
H1 0.70 1.96 -2.01
H2 -0.95 1.79 -1.48
H3 -0.59 1.68 -3.21
H4 1.73 -2.05 -2.73
H5 2.09 -0.45 -3.33
H6 2.51 -0.84 -1.62
H7 -1.15 -2.52 -2.70
H8 -2.20 -1.14 -3.04
H9 -0.76 -1.54 -4.10
H10 -0.76 -1.97 -0.24
N1 -4.03 -1.70 -0.27
C5 -5.25 -1.94 -0.78
C6 -6.40 -1.27 -0.39
C7 -6.29 -0.30 0.59
C8 -5.04 -0.04 1.14
C9 -3.95 -0.76 0.68
H11 -5.28 -2.71 -1.54
H12 -7.35 -1.51 -0.85
H13 -7.16 0.24 0.92
H14 -4.92 0.71 1.91
H15 -2.95 -0.59 1.07
N2 5.09 0.36 3.75
C10 6.21 1.08 3.65
C11 6.34 2.19 2.83
C12 5.25 2.58 2.07
C13 4.07 1.85 2.16
C14 4.05 0.76 3.01
H16 7.04 0.73 4.26
H17 7.28 2.73 2.79
H18 5.31 3.44 1.42
H19 3.20 2.12 1.59
H20 3.14 0.16 3.11

Calculated values
Charge: -1
Kohn-Sham gap in eV: 5.4
Spin multiplicity: 1

(4)
This record from the Open Molecules 2025 dataset describes a molecular structure, C18H21N5O2STeW. The level of theory is ωB97M-V with the def2-TZVPD basis set.

Atoms and positions in Å:
W1 1.00 -0.33 0.40
C1 -1.94 4.52 1.85
C2 -2.10 4.20 0.37
N1 -2.06 2.76 0.11
C3 -0.94 2.07 0.02
S1 -1.10 0.32 -0.32
N2 0.22 2.63 0.14
N3 1.25 1.74 -0.05
C4 2.45 2.18 -0.24
C5 2.80 3.62 -0.16
C6 3.43 1.13 -0.55
C7 4.77 1.35 -0.81
C8 5.58 0.26 -1.15
C9 5.01 -1.00 -1.21
C10 3.68 -1.16 -0.92
N4 2.90 -0.12 -0.60
H1 -1.97 5.60 1.99
H2 -0.99 4.16 2.23
H3 -2.75 4.09 2.44
H4 -1.30 4.66 -0.22
H5 -3.05 4.57 -0.01
H6 -2.93 2.24 0.06
H7 1.99 4.19 0.26
H8 3.01 4.00 -1.17
H9 3.70 3.75 0.44
H10 5.18 2.35 -0.75
H11 6.63 0.41 -1.36
H12 5.60 -1.87 -1.48
H13 3.23 -2.14 -0.92
O1 2.02 -1.69 1.49
N5 2.11 -0.51 2.13
O2 0.76 -0.11 2.23
C11 -0.91 -3.39 0.95
Te1 0.34 -2.83 -0.70
C12 -1.45 -2.66 -1.85
C13 -2.56 -3.14 -0.94
C14 -3.85 -3.26 -1.45
C15 -4.87 -3.72 -0.64
C16 -4.61 -4.07 0.68
C17 -3.33 -3.96 1.19
C18 -2.30 -3.50 0.38
H14 -0.81 -2.62 1.72
H15 -0.51 -4.32 1.34
H16 -1.31 -3.28 -2.73
H17 -1.56 -1.63 -2.18
H18 -4.05 -3.00 -2.48
H19 -5.87 -3.81 -1.04
H20 -5.41 -4.44 1.31
H21 -3.13 -4.25 2.21

Calculated values
Charge: +2
Kohn-Sham gap in eV: 6.1
Spin multiplicity: 1
Energy relative to the best compared isomer or geometry (same formula, charge and spin) in eV: 0.000

(5)
This record from the Open Molecules 2025 dataset describes 3 unconnected molecules or ions with the total composition C24H53Cl2N2O9P3S. The level of theory is ωB97M-V with the def2-TZVPD basis set.

Atoms and positions in Å:
C1 -5.80 -2.42 -2.43
C2 -4.56 -2.47 -1.49
Cl1 -4.77 -1.16 -0.27
C3 -3.28 -2.32 -2.33
Cl2 -2.92 -3.97 -2.97
P1 -1.73 -1.65 -1.43
C4 -0.15 -0.93 -0.65
C5 0.07 0.52 -1.14
C6 1.48 0.74 -1.72
C7 2.01 2.17 -1.51
C8 2.21 2.53 -0.03
C9 3.63 2.19 0.51
C10 4.11 3.34 1.40
S1 5.24 2.81 2.73
C11 4.09 1.98 3.76
N1 4.16 0.82 4.34
N2 2.94 0.69 4.99
C12 2.24 1.74 4.77
O1 2.92 2.61 3.97
H1 -6.30 -1.45 -2.38
H2 -5.46 -2.52 -3.46
H3 -6.49 -3.24 -2.24
H4 -4.62 -3.44 -1.00
H5 -3.48 -1.69 -3.20
H6 -2.37 -0.40 -1.24
H7 -1.00 -1.86 -2.64
H8 -1.76 -2.74 -0.51
H9 0.69 -1.57 -0.96
H10 -0.23 -0.96 0.44
H11 -0.17 1.23 -0.36
H12 -0.63 0.68 -1.96
H13 1.42 0.56 -2.80
H14 2.21 0.04 -1.31
H15 1.26 2.86 -1.91
H16 2.94 2.34 -2.06
H17 2.07 3.61 0.05
H18 1.46 2.05 0.60
H19 4.31 2.04 -0.33
H20 3.56 1.26 1.08
H21 4.59 4.15 0.84
H22 3.23 3.77 1.87
H23 1.26 1.99 5.13
C13 0.61 4.98 4.39
C14 -0.87 4.66 4.50
O2 -1.44 5.09 5.73
P2 -1.59 6.69 6.02
O3 -2.59 7.18 5.05
O4 -2.43 6.64 7.41
C15 -3.74 7.20 7.50
C16 -4.81 6.19 7.13
O5 -0.20 6.85 6.85
C17 0.65 7.99 6.59
C18 -0.10 9.30 6.66
H24 0.75 6.06 4.24
H25 1.06 4.47 3.54
H26 1.14 4.70 5.30
H27 -1.43 5.09 3.66
H28 -1.02 3.58 4.46
H29 -3.82 8.09 6.89
H30 -3.88 7.52 8.53
H31 -4.55 5.63 6.23
H32 -5.77 6.68 6.96
H33 -4.94 5.46 7.93
H34 1.12 7.87 5.61
H35 1.44 7.97 7.33
H36 -0.90 9.35 5.92
H37 0.58 10.13 6.47
H38 -0.55 9.44 7.64
C19 0.11 -5.63 -3.26
C20 0.02 -5.09 -4.68
O6 1.04 -5.61 -5.52
P3 1.01 -7.18 -5.93
O7 -0.18 -7.37 -6.78
O8 2.23 -7.22 -7.01
C21 2.00 -7.56 -8.37
C22 1.63 -6.36 -9.21
O9 2.03 -7.69 -4.75
C23 1.72 -8.89 -4.03
C24 1.43 -10.07 -4.94
H39 -0.20 -6.68 -3.22
H40 -0.55 -5.07 -2.59
H41 1.13 -5.57 -2.88
H42 -0.96 -5.31 -5.11
H43 0.14 -4.01 -4.66
H44 1.23 -8.34 -8.45
H45 2.92 -8.01 -8.75
H46 0.90 -5.72 -8.71
H47 1.22 -6.67 -10.17
H48 2.51 -5.74 -9.40
H49 0.88 -8.71 -3.36
H50 2.59 -9.11 -3.40
H51 0.57 -9.88 -5.58
H52 1.22 -10.96 -4.34
H53 2.28 -10.28 -5.59

Calculated values
SMILES string: C[C@H](Cl)[C@H](Cl)[PH3]CCCCCCCSc1nnco1.CCOP(=O)(OCC)OCC.CCOP(=O)(OCC)OCC
Kohn-Sham gap in eV: 9.0
Spin multiplicity: 1
Energy relative to the best compared isomer or geometry (same formula, charge and spin) in eV: 0.000

(6)
This record from the Open Molecules 2025 dataset describes 3 unconnected molecules or ions with the total composition C13H22F9O7S2. The level of theory is ωB97M-V with the def2-TZVPD basis set.

Atoms and positions in Å:
F1 3.50 -0.73 2.88
C1 3.08 -0.03 1.82
F2 3.87 -0.37 0.78
C2 1.66 -0.47 1.50
C3 1.15 0.08 0.16
S1 -0.59 0.59 0.14
C4 -0.63 2.25 0.81
C5 -1.04 2.30 2.28
C6 -2.21 1.57 2.76
O1 -0.81 1.13 3.02
C7 3.19 1.51 2.24
F3 3.63 1.58 3.49
F4 1.93 2.02 2.21
S2 4.29 2.69 1.19
F5 5.45 1.61 1.28
F6 3.70 2.00 -0.15
F7 3.14 3.77 1.08
F8 4.84 3.42 2.46
F9 5.20 3.57 0.28
H1 1.01 -0.24 2.34
H2 1.73 -1.56 1.42
H3 1.19 -0.69 -0.62
H4 1.69 0.95 -0.19
H5 -1.08 -0.18 1.13
H6 -1.37 2.80 0.23
H7 0.37 2.67 0.70
H8 -0.82 3.27 2.73
H9 -2.77 0.92 2.09
H10 -2.62 1.81 3.73
C8 -3.21 -4.14 -0.90
O2 -3.20 -4.87 0.33
C9 -2.71 -4.23 1.38
O3 -2.27 -3.10 1.37
O4 -2.77 -5.02 2.43
C10 -2.27 -4.47 3.65
H11 -3.65 -4.81 -1.63
H12 -3.82 -3.24 -0.80
H13 -2.20 -3.87 -1.19
H14 -2.84 -3.58 3.93
H15 -1.22 -4.21 3.55
H16 -2.40 -5.25 4.40
C11 -2.92 0.66 -5.52
O5 -1.87 0.68 -4.53
C12 -0.68 1.04 -5.02
O6 -0.44 1.34 -6.15
O7 0.20 1.02 -4.01
C13 1.53 1.40 -4.40
H17 -3.81 0.35 -4.99
H18 -3.06 1.64 -5.95
H19 -2.68 -0.06 -6.30
H20 1.54 2.41 -4.80
H21 1.92 0.71 -5.15
H22 2.13 1.34 -3.50

Calculated values
Charge: +1
Kohn-Sham gap in eV: 10.3
Spin multiplicity: 1
Energy relative to the best compared isomer or geometry (same formula, charge and spin) in eV: 0.000

| no. | highest occupied orbital energy (eV) |
| --- | --- |
| 1 | -12.7495 |
| 2 | -9.4405 |
| 3 | -2.4357 |
| 4 | -14.4603 |
| 5 | -8.6603 |
| 6 | -13.2346 |